C44H45BrN4O3S3SeV | ωB97M-V/def2-TZVPD

Each line ends with the Löwdin spin population.
Positions of all 102 atoms, in Å:
H: -5.12 -0.05 4.12  0.000
H: -5.70 3.11 -1.65  0.000
H: 1.52 7.77 0.21  -0.001
S: -3.02 1.12 4.49  0.001
H: -0.33 2.28 6.46  0.000
H: -0.63 5.79 2.68  0.000
H: -0.77 2.63 -1.16  0.001
C: -0.23 0.94 3.86  0.011
H: 5.53 5.15 -0.95  0.001
C: 3.44 7.80 -0.75  0.030
H: -3.71 0.22 -4.12  0.000
C: -2.80 0.63 -2.24  0.001
H: 2.92 -1.47 -1.22  0.000
C: 0.26 0.60 5.26  -0.001
H: -1.42 -5.47 -1.50  0.000
S: 1.03 -0.91 5.52  0.001
C: 2.39 7.19 -0.06  -0.003
H: 4.17 -5.03 -4.74  0.000
C: 4.27 -4.24 -3.99  0.000
C: 3.59 -3.48 -1.66  0.000
C: -3.41 -0.99 3.12  0.000
H: -3.96 2.79 0.08  0.000
H: 1.66 5.41 0.86  0.002
H: 5.34 -4.12 -3.78  0.000
N: -0.83 2.35 -0.19  -0.015
H: -3.89 -1.84 2.65  0.000
C: -1.78 1.25 0.00  0.011
N: 0.43 2.02 0.33  0.020
H: 2.00 2.62 4.04  0.000
C: -1.86 -3.02 -0.34  0.000
H: 4.63 -3.15 -1.55  0.000
H: 3.93 -3.31 -4.44  0.000
C: -4.81 1.69 -3.00  0.000
C: -2.02 -0.71 3.03  0.004
C: -1.51 -3.23 -4.86  0.000
C: 3.51 -4.58 -2.72  0.000
C: 2.46 5.85 0.29  0.028
H: -4.27 -5.79 -0.41  0.000
Se: 1.14 -2.36 0.89  0.021
H: -2.22 1.36 1.00  0.001
H: -1.31 -0.33 -1.62  0.000
H: 0.63 0.99 8.55  0.000
C: -3.78 0.80 -3.21  0.000
H: 3.90 -5.50 -2.29  0.000
N: -0.72 -2.88 -1.25  0.001
H: -1.77 -2.22 0.40  0.000
H: 5.40 7.52 -1.57  -0.001
O: 0.61 0.29 2.96  0.044
Br: 3.19 1.02 1.03  0.021
H: 3.38 8.84 -1.02  0.002
O: -1.11 0.01 -0.03  0.021
C: 0.84 -2.77 -4.45  0.000
H: 2.99 -1.82 -2.94  0.000
C: -4.07 -0.08 3.89  0.001
H: -1.00 -4.54 0.88  0.001
H: -5.57 1.82 -3.77  0.000
H: -2.82 -3.35 -3.16  0.000
H: -3.67 -6.43 -1.94  0.000
C: -1.92 -4.40 0.30  0.001
C: -2.13 -5.55 -0.67  0.000
C: 4.57 7.05 -1.06  -0.003
C: 0.12 1.30 6.42  0.000
V: 0.48 0.20 1.08  2.349
C: -1.81 -3.21 -3.51  0.000
C: 1.09 3.11 3.72  -0.001
H: 3.29 -3.86 -0.68  0.000
C: 0.54 -2.61 -0.87  0.007
H: -2.75 -2.79 -0.93  0.000
H: -0.01 -3.03 -6.38  0.000
C: -0.21 -3.01 -5.32  0.000
C: -3.56 -5.62 -1.22  0.000
C: -0.10 2.44 3.62  0.005
C: 0.54 -2.76 -3.09  0.000
H: -1.31 -1.34 2.51  0.001
C: 1.00 4.47 3.36  0.002
H: -2.74 -4.38 1.03  0.000
O: -1.80 -0.26 -2.48  0.001
C: 2.75 -2.25 -1.96  0.001
H: 1.62 -1.33 7.85  0.000
H: 1.06 3.81 -0.49  0.010
C: -4.89 2.42 -1.82  0.000
C: 3.72 3.67 0.30  0.173
H: -3.85 -4.70 -1.72  0.000
C: -3.91 2.24 -0.86  0.000
C: -0.27 4.82 2.98  0.000
C: 3.58 5.08 -0.05  0.012
C: 2.71 2.77 0.40  -0.002
C: 1.15 -0.61 7.20  0.000
C: 1.35 2.92 0.05  0.197
C: -2.86 1.36 -1.05  0.001
H: 1.84 -2.61 -4.81  0.000
H: 2.46 -4.78 -2.95  0.000
N: 1.32 -2.54 -1.97  0.001
C: 4.64 5.72 -0.70  0.027
C: -0.76 -2.98 -2.63  0.000
S: -1.33 3.49 3.05  0.002
C: 0.64 0.60 7.54  0.000
H: -1.90 -6.49 -0.17  0.000
H: 1.82 5.17 3.39  0.000
H: 4.73 3.31 0.45  0.010
C: -1.65 0.42 3.70  0.004
H: -2.30 -3.40 -5.58  0.000

Computed properties:
Electronic energy   -252044.874 eV
Spin multiplicity   4
Relative energy (zero: lowest compared OMol25 entry of this formula, charge and spin)   0.000 eV
Molar mass   983.9 Da
Strongest force on any atom   0.5 eV Å⁻¹

=====

C44H46BF5NO5 | ωB97M-V/def2-TZVPD

Each line ends with the Mulliken charge.
Positions of all 102 atoms, in Å:
H: 8.48 5.93 3.64  0.386
C: -8.38 1.17 -0.17  0.227
C: -0.18 -3.71 -0.45  -0.691
O: 3.17 6.39 0.78  -0.671
H: 5.82 -3.07 -2.19  0.350
C: -5.95 1.13 0.61  0.221
H: -3.37 1.08 3.48  0.452
C: -0.70 -0.45 -0.18  0.548
H: 5.44 -0.73 -3.02  0.411
C: 1.26 4.62 1.80  -0.839
C: 6.60 4.92 3.74  -0.544
F: 1.56 -0.18 0.63  -0.280
H: 2.44 2.12 4.50  0.470
H: 0.64 -0.47 -2.04  -0.237
C: 3.52 5.64 1.67  0.605
H: 5.05 -5.23 -2.62  0.354
C: -6.92 1.18 -0.51  0.468
B: -0.17 -1.22 -1.51  1.294
C: -4.10 1.09 2.68  -0.809
H: -3.06 -0.63 -1.80  0.395
C: -0.78 -1.79 -3.80  0.573
H: 3.76 -2.15 -1.07  0.044
C: 4.72 -0.64 -2.21  -0.688
H: 2.93 -4.02 -0.85  -0.439
C: -0.61 -3.22 -4.27  -1.177
H: -1.06 -3.95 -3.62  0.240
H: 0.94 5.32 1.05  0.471
H: 1.56 -5.40 0.43  0.433
H: 5.47 7.29 0.91  0.473
H: -0.65 3.67 1.98  0.459
C: -8.81 1.04 1.15  0.112
H: 0.11 2.06 3.69  0.359
H: 1.05 -3.04 -2.05  0.008
C: 7.08 6.72 2.21  -0.453
C: 0.80 2.79 3.29  -0.230
H: 5.37 -1.02 -0.15  0.353
C: 4.91 5.69 2.21  0.175
H: 7.77 7.45 1.82  0.389
H: 2.90 -6.97 -1.39  0.481
H: 4.17 -5.21 -0.48  0.419
H: -12.15 1.07 0.64  0.385
F: 0.25 -1.60 1.72  -0.285
H: 0.90 -6.89 -0.29  0.437
H: -10.49 0.90 2.47  0.468
C: 3.00 3.75 3.24  0.213
C: 3.97 -1.98 -2.12  0.898
C: -10.17 1.00 1.44  -0.560
C: 2.44 -5.99 -1.45  -0.968
H: -1.93 0.45 -2.65  0.284
C: 0.29 -0.46 1.01  0.165
H: -2.61 1.20 1.14  0.555
C: 0.66 -2.59 -1.13  -0.493
C: 4.39 3.79 3.77  0.489
O: -0.46 -0.88 -4.56  -0.624
H: 1.53 -2.38 -0.52  0.001
C: 7.48 5.86 3.24  -0.460
C: 4.21 -4.53 -2.54  -1.029
H: -2.92 -0.67 -3.54  0.467
C: 0.37 3.69 2.33  -0.364
H: -1.07 -3.30 -5.26  0.485
C: -9.31 1.27 -1.19  -0.530
C: -5.45 1.03 2.97  -0.737
H: -8.97 1.38 -2.21  0.474
F: -0.06 0.55 1.90  -0.141
H: -4.25 1.23 -0.70  0.581
H: -1.24 -3.45 -0.49  0.325
H: -11.39 1.34 -1.70  0.400
C: -6.38 1.05 1.94  0.218
C: 5.43 -0.25 -0.90  -1.273
H: 6.47 0.01 -1.08  0.319
C: 0.05 -5.09 -1.09  -0.690
O: -6.56 1.24 -1.66  -0.657
H: 0.15 -3.82 0.58  0.262
C: 5.31 4.83 3.22  0.188
C: 4.83 -3.13 -2.65  -0.975
O: -8.21 0.86 3.42  -0.685
C: -2.35 -0.55 -2.62  -1.229
H: 4.97 0.65 -0.49  0.317
H: 4.98 -2.93 -3.71  0.294
C: 2.10 2.82 3.75  -0.671
H: 3.59 -4.71 -3.41  0.393
C: 1.23 -5.87 -0.49  -0.995
F: -1.87 -0.97 0.37  -0.330
H: 0.45 -3.41 -4.41  0.137
O: 4.76 3.02 4.62  -0.676
F: -0.95 0.90 -0.39  -0.347
H: -5.79 0.98 4.00  0.454
H: 4.01 0.14 -2.46  0.399
C: 5.80 6.63 1.70  -0.554
C: -3.66 1.16 1.36  -0.149
C: -4.59 1.18 0.33  -0.692
H: 6.91 4.25 4.53  0.471
H: 0.17 -4.98 -2.17  0.119
C: 2.58 4.65 2.25  0.289
C: -7.83 0.97 2.27  0.702
C: -10.66 1.25 -0.90  -0.462
H: 2.04 -5.87 -2.46  0.329
C: 3.48 -4.86 -1.25  0.471
H: 3.02 -1.91 -2.64  -0.356
H: -0.85 -5.69 -0.93  0.448
C: -11.09 1.10 0.42  -0.469
N: -1.33 -1.60 -2.50  -0.145

Computed properties:
Electronic energy   -72369.895 eV
Net charge   -1
Molar mass   774.7 Da
Strongest force on any atom   1.2 eV Å⁻¹

=====

C44H46Br2Cl5EuN2O4 | ωB97M-V/def2-TZVPD

Each line ends with the Löwdin spin population.
Positions of all 104 atoms, in Å:
H: 3.50 5.69 -1.69  0.000
H: 2.75 -6.08 0.14  0.000
C: -4.02 -0.58 -2.41  0.002
C: 2.41 4.84 -0.06  0.000
C: 3.84 -5.04 1.72  -0.006
H: 3.01 -5.00 3.72  0.000
H: -4.38 -4.04 -0.79  0.000
H: 6.38 -1.21 0.84  0.000
H: -6.47 -1.34 -1.64  0.000
N: 1.42 2.70 -0.41  -0.005
C: 1.42 -2.22 0.82  -0.057
O: -1.70 -0.48 -0.66  0.096
H: 5.50 -0.44 -0.48  0.000
O: 1.02 0.49 -1.93  -0.010
Cl: -3.29 4.36 -0.92  0.000
H: -4.15 -7.49 -0.22  0.000
H: 1.96 -5.79 2.55  0.000
C: -1.67 -6.72 -0.94  0.004
H: -0.63 -6.53 -0.69  0.000
H: -6.05 -2.58 -0.47  0.000
Eu: 0.03 0.70 -0.03  6.047
H: 3.20 2.50 -5.31  0.000
H: -4.85 0.05 -2.72  0.000
H: -3.70 0.28 0.16  0.000
C: -4.06 -6.41 -0.33  0.001
C: -3.42 -3.61 -0.57  0.023
C: 3.00 -5.65 2.85  -0.002
C: 2.67 3.77 -2.20  0.000
H: -1.31 -6.26 1.74  0.000
C: 1.92 2.68 -1.67  0.001
C: -0.89 -2.57 0.07  0.070
C: 1.99 -3.50 0.99  0.011
H: 5.42 -4.39 3.08  0.000
H: -5.62 -2.78 -2.18  0.000
C: 5.30 -5.01 2.19  -0.001
H: -1.84 -7.80 -0.88  0.001
H: -1.84 -6.40 -1.97  0.000
C: 2.22 -1.03 1.15  -0.082
H: -2.55 -7.49 1.56  0.000
C: 3.77 -5.93 0.47  -0.002
C: -4.38 -1.33 -1.13  0.002
C: 4.03 1.29 1.05  0.000
H: -4.82 -0.84 0.94  0.000
H: -4.31 -6.16 -1.36  0.000
H: 5.14 -2.62 1.74  -0.002
H: -5.42 0.35 -0.22  0.000
H: 4.33 -5.48 -0.34  0.000
C: -3.32 2.33 3.09  0.000
C: 2.91 4.85 -1.34  0.000
H: 2.60 5.66 0.60  0.000
C: -4.59 -0.32 0.02  0.002
H: -3.80 -1.27 -3.22  0.000
H: 4.20 -6.91 0.69  0.000
C: 3.29 -3.65 1.40  -0.054
C: -3.25 -2.27 -0.72  0.036
O: 1.62 0.08 1.30  -0.095
H: -2.98 -5.89 2.15  0.000
H: 1.41 -4.38 0.77  0.002
Br: 1.81 -0.06 -4.77  0.000
C: -2.35 -6.43 1.46  0.003
C: -4.25 3.33 2.83  0.000
Cl: -1.27 0.68 2.38  -0.002
H: 5.62 -0.86 3.24  0.000
C: -2.39 1.98 2.12  0.000
H: 3.56 1.22 0.08  0.000
C: 1.04 3.69 1.74  0.000
C: 2.15 1.49 -3.74  -0.001
H: -4.78 -5.95 0.33  0.000
H: -0.41 -4.61 0.58  -0.003
C: 1.65 3.74 0.37  0.000
C: 2.86 2.55 -4.29  0.000
C: -1.96 -1.70 -0.45  0.082
H: 5.96 -4.65 1.41  0.000
H: 1.61 4.30 2.45  0.000
H: 3.30 1.64 1.78  0.000
C: -5.71 -2.06 -1.37  0.000
H: 4.27 0.22 3.59  0.000
C: 4.09 -2.49 1.52  -0.041
H: 5.61 -6.03 2.45  0.000
Cl: -3.31 1.53 4.61  0.000
C: 3.13 3.67 -3.53  -0.001
H: 1.01 2.66 2.10  0.000
Br: 4.12 5.09 -4.31  0.000
C: -4.24 3.95 1.58  0.000
C: -1.17 -3.96 0.20  -0.028
C: 5.11 0.05 2.92  -0.001
H: 6.52 0.52 0.59  0.000
C: 1.65 1.49 -2.43  0.001
H: 4.82 2.04 0.99  0.000
H: 5.80 0.88 3.03  0.000
O: -1.41 2.33 0.00  -0.010
Cl: -5.41 5.16 1.23  0.000
N: 0.20 -1.88 0.39  -0.027
C: -2.39 -4.49 -0.12  0.069
H: -3.15 0.06 -2.26  0.000
C: 3.63 -1.21 1.36  -0.027
C: -2.31 2.62 0.86  0.000
C: -3.30 3.61 0.62  0.000
H: 3.40 -6.62 3.13  0.000
C: 4.62 -0.06 1.47  -0.001
H: 0.02 4.08 1.71  0.000
C: -2.63 -5.99 0.01  0.008
Cl: -5.39 3.78 4.02  0.000
C: 5.83 -0.32 0.55  0.000

Computed properties:
Electronic energy   -279575.565 eV
Spin multiplicity   7
Molar mass   1155.9 Da
Strongest force on any atom   1.7 eV Å⁻¹

=====

C44H46N6O4S2Sb2V | ωB97M-V/def2-TZVPD

Each line ends with the Löwdin spin population.
Positions of all 105 atoms, in Å:
C: 4.14 2.17 2.53  0.005
C: -0.79 -5.01 -2.46  0.000
C: -0.55 -2.36 -3.20  0.000
H: -1.60 -2.98 1.17  0.000
H: -5.20 -1.64 6.51  0.000
C: -6.13 1.22 4.96  0.000
O: 2.61 -1.18 -1.32  -0.002
C: 6.68 -3.10 3.61  0.000
C: 3.49 -1.78 1.08  0.001
N: 1.16 3.64 -3.52  0.000
N: 2.82 2.22 0.10  0.001
C: -3.75 -0.44 -2.90  0.000
S: 0.19 1.43 -2.33  0.012
H: -3.18 -2.25 2.97  0.000
H: -4.20 0.99 1.39  0.000
H: -3.06 -1.06 5.47  0.000
C: -1.14 -2.67 -1.97  0.000
C: -4.87 -0.93 -0.85  0.000
C: 4.33 3.23 1.64  0.000
C: 3.53 1.25 -4.54  0.002
H: -7.19 -0.20 6.18  0.000
V: 2.35 0.98 -1.44  0.939
H: 6.85 -2.00 1.13  0.000
H: 5.27 1.21 -5.80  0.000
C: -4.97 -0.18 -3.51  0.000
H: -3.60 -0.83 2.08  0.000
O: 1.06 -2.16 0.34  0.000
Sb: -1.89 1.20 3.69  0.000
C: -6.24 0.07 5.73  0.000
C: -6.15 -0.29 -2.79  0.000
N: 1.71 0.25 0.47  0.010
C: 4.79 -1.67 0.63  0.000
C: -2.65 2.33 2.05  0.000
H: -6.99 1.85 4.81  0.000
C: -3.73 1.95 1.24  0.000
H: -0.88 -6.05 -2.17  0.000
C: 5.63 0.35 -3.79  0.001
C: -2.62 4.46 0.90  0.000
C: -2.11 3.60 1.86  0.000
H: 7.65 -2.77 3.25  0.000
C: -2.78 -1.52 2.26  0.000
C: 2.64 1.19 0.96  0.009
H: -1.27 -1.33 3.82  0.000
H: 3.78 4.00 -0.28  0.000
H: 6.69 -4.19 3.65  0.000
H: -0.71 1.48 -4.87  0.000
H: 6.55 -2.74 4.63  0.000
N: 1.96 3.99 -2.42  0.001
C: 4.68 0.74 -2.68  0.003
O: 2.66 1.70 -5.26  0.002
H: -2.84 -0.35 -3.49  0.000
H: 6.51 0.99 -3.73  0.000
C: 5.82 -2.09 1.47  0.000
H: -0.73 -0.74 2.27  0.000
C: 0.42 2.54 -3.60  0.004
H: 0.02 2.86 -5.58  0.000
H: 1.40 3.85 -1.58  0.000
C: 3.20 -2.32 2.33  0.000
C: -3.68 4.06 0.09  0.000
H: -7.10 -0.09 -3.26  0.000
H: 0.34 -3.09 -5.00  0.000
N: -0.28 2.38 -4.74  0.002
C: -6.10 -0.66 -1.45  0.000
C: -3.80 0.74 4.54  0.000
H: -2.20 5.46 0.78  0.000
O: 4.87 0.64 -1.47  -0.001
C: -5.13 -0.74 5.91  0.000
H: 4.02 -3.15 4.12  0.000
C: -4.23 2.80 0.26  0.000
C: -0.22 -4.69 -3.69  0.000
C: -3.68 -0.83 -1.56  0.000
H: -5.00 0.10 -4.56  0.000
H: 2.17 -2.42 2.65  0.000
C: -1.60 -0.79 2.92  0.000
C: 5.56 -2.62 2.72  0.000
H: -0.42 -1.32 -3.49  0.000
H: 1.42 4.12 -4.37  0.000
H: -7.01 -0.75 -0.88  0.000
H: -1.28 3.93 2.48  0.000
Sb: -1.74 -1.07 -0.66  0.000
C: -0.11 -3.35 -4.05  0.000
C: 3.30 1.14 2.19  0.000
H: 5.00 -1.23 -0.33  0.000
C: 4.23 -2.73 3.14  0.000
H: -4.07 4.73 -0.66  0.000
H: -4.85 2.45 3.77  0.000
S: 2.14 -1.25 0.08  0.001
H: 4.51 -0.35 -5.53  0.000
H: 4.64 2.16 3.49  0.000
H: 4.99 4.05 1.88  0.000
C: -1.24 -4.01 -1.61  0.000
C: 4.80 0.58 -5.04  0.000
H: 2.75 3.34 -2.39  0.000
H: -3.27 -2.88 0.64  0.000
C: -2.41 -2.29 0.97  0.000
C: -4.92 1.55 4.37  0.000
H: 3.10 0.32 2.86  0.000
C: 3.67 3.21 0.45  0.005
H: 5.96 -0.68 -3.64  0.000
H: -5.05 2.46 -0.36  0.000
H: -1.67 -4.29 -0.66  0.000
N: 3.52 1.27 -3.16  0.004
C: -3.92 -0.40 5.32  0.000
H: 0.13 -5.47 -4.35  0.000
H: -4.86 -1.21 0.20  0.000

Computed properties:
Electronic energy   -123937.963 eV
Spin multiplicity   2
Relative energy (zero: lowest compared OMol25 entry of this formula, charge and spin)   0.489 eV
Molar mass   1081.5 Da
Strongest force on any atom   1.7 eV Å⁻¹